{"formula": "C15H18", "method": "the ωB97M-V functional and the def2-TZVPD basis", "symbols": ["C", "C", "C", "C", "C", "C", "C", "C", "H", "H", "H", "H", "H", "H", "H", "H", "H", "H", "C", "C", "C", "C", "C", "C", "C", "H", "H", "H", "H", "H", "H", "H", "H"], "positions_angstrom": [[1.546, 1.619, 1.570], [1.584, 0.531, 2.681], [0.926, -0.741, 2.269], [0.847, -1.369, 0.991], [0.497, -2.709, 0.826], [-0.124, -3.360, 1.894], [-0.284, -2.683, 3.093], [0.473, -1.556, 3.308], [1.348, 2.628, 1.905], [0.975, 1.443, 0.673], [2.530, 1.606, 1.090], [2.619, 0.376, 3.013], [1.260, 1.091, 3.582], [1.247, -0.875, 0.093], [0.825, -3.252, -0.047], [-0.770, -4.210, 1.729], [-0.840, -3.296, 3.815], [0.629, -1.143, 4.307], [0.554, 1.945, -3.699], [-0.583, 1.373, -2.891], [-1.142, 0.149, -3.194], [-1.952, -0.503, -2.296], [-2.444, 0.147, -1.166], [-1.899, 1.424, -0.930], [-0.975, 2.066, -1.748], [0.524, 3.025, -3.789], [0.496, 1.535, -4.713], [1.484, 1.524, -3.318], [-0.780, -0.250, -4.143], [-2.333, -1.480, -2.562], [-3.252, -0.191, -0.506], [-2.416, 2.082, -0.247], [-0.567, 3.054, -1.589]], "nbo_charge": [-0.622, -0.434, -0.024, -0.206, -0.212, -0.223, -0.220, -0.189, 0.211, 0.222, 0.204, 0.219, 0.221, 0.210, 0.215, 0.209, 0.216, 0.201, -0.635, 0.011, -0.236, -0.194, -0.226, -0.196, -0.235, 0.218, 0.209, 0.223, 0.209, 0.211, 0.225, 0.204, 0.213], "e_lumo_ha": 0.034, "charge": 0, "homo_lumo_gap_ev": 9.708, "de_lowest_kj_mol": 143.75, "homo_ev": -8.79}